Entry from the OMol25 dataset: 2 unconnected molecules or ions with the total composition C19H33OSi at a distorted geometry (the ωB97M-V functional and the def2-TZVPD basis).

Last columns: bonded neighbours and bond lengths (Å).
Cartesian coordinates (Å):
1 C -1.49911 -0.87032 -2.58916  C2 1.524, H11 1.095, H12 1.097, H13 1.099
2 C -1.47980 -1.62091 -1.26297  C1 1.524, C3 1.528, C4 1.526, H14 1.095
3 C -2.48003 -2.77538 -1.30968  C2 1.528, H15 1.097, H16 1.100, H17 1.099
4 C -1.74824 -0.64910 -0.11717  C2 1.526, C5 1.354, O6 1.350
5 C -0.75271 -0.09694 0.61665  C4 1.354, H18 1.088, H19 1.089
6 O -3.05017 -0.32228 0.02881  C4 1.350, Si7 1.701
7 Si -4.15504 -0.47542 1.31318  O6 1.701, C8 1.851, C9 1.861, C10 1.858
8 C -4.39683 1.25608 1.92010  Si7 1.851, H20 1.098, H21 1.097, H22 1.098
9 C -5.66892 -1.13878 0.45871  Si7 1.861, H23 1.098, H24 1.099, H25 1.098
10 C -3.43558 -1.64954 2.56016  Si7 1.858, H26 1.099, H27 1.099, H28 1.098
11 H -0.75125 -0.07018 -2.60302  C1 1.095
12 H -1.28032 -1.55567 -3.41685  C1 1.097
13 H -2.49433 -0.43782 -2.76320  C1 1.099
14 H -0.47118 -2.00820 -1.08454  C2 1.095
15 H -2.50891 -3.32144 -0.35899  C3 1.097
16 H -3.48823 -2.41151 -1.55601  C3 1.100
17 H -2.17594 -3.47825 -2.09820  C3 1.099
18 H -0.93781 0.60769 1.42481  C5 1.088
19 H 0.26755 -0.38883 0.37106  C5 1.089
20 H -5.09021 1.28074 2.77128  C8 1.098
21 H -3.44758 1.70587 2.23611  C8 1.097
22 H -4.81272 1.88296 1.12008  C8 1.098
23 H -6.46977 -1.32374 1.18723  C9 1.098
24 H -6.04038 -0.41452 -0.27912  C9 1.099
25 H -5.46765 -2.07837 -0.07199  C9 1.098
26 H -4.17264 -1.83476 3.35424  C10 1.099
27 H -3.17267 -2.61852 2.11403  C10 1.099
28 H -2.53004 -1.23861 3.02597  C10 1.098
29 C 1.42825 2.31597 2.14033  C30 1.472, H40 1.099, H41 1.098, H42 1.097
30 C 1.75059 2.23096 0.70709  C29 1.472, C31 1.395, H43 1.090
31 C 2.70793 1.45425 0.05414  C30 1.395, C32 1.448, C38 1.445
32 C 3.12332 1.82406 -1.28250  C31 1.448, C33 1.497, C34 1.382
33 C 2.63290 3.09448 -1.90370  C32 1.497, H44 1.097, H45 1.096, H46 1.096
34 C 3.98813 1.01577 -1.99658  C32 1.382, C35 1.399, H47 1.094
35 C 4.51320 -0.16264 -1.45565  C34 1.399, C36 1.496, C37 1.400
36 C 5.43263 -1.02338 -2.26281  C35 1.496, H48 1.093, H49 1.098, H50 1.099
37 C 4.17884 -0.49664 -0.13824  C35 1.400, C38 1.389, H51 1.092
38 C 3.31857 0.27795 0.62869  C31 1.445, C37 1.389, C39 1.491
39 C 3.04198 -0.15621 2.02832  C38 1.491, H52 1.097, H53 1.095, H54 1.096
40 H 0.87811 3.25556 2.29075  C29 1.099
41 H 0.75823 1.51488 2.47780  C29 1.098
42 H 2.31132 2.34052 2.79092  C29 1.097
43 H 1.21831 2.96992 0.10878  C30 1.090
44 H 3.09892 3.21938 -2.88838  C33 1.097
45 H 1.54578 3.10759 -2.04350  C33 1.096
46 H 2.90273 3.96375 -1.29305  C33 1.096
47 H 4.28194 1.30677 -3.00923  C34 1.094
48 H 5.73251 -1.90327 -1.68717  C36 1.093
49 H 4.94734 -1.36930 -3.18505  C36 1.098
50 H 6.34394 -0.48819 -2.56487  C36 1.099
51 H 4.61886 -1.39617 0.29706  C37 1.092
52 H 3.58388 -1.08800 2.23013  C39 1.097
53 H 3.39397 0.58631 2.75253  C39 1.095
54 H 1.97836 -0.34857 2.21267  C39 1.096

Results
Frontier orbital gap (eV): 5.643
Charge: +1
HOMO energy (hartree): -0.41214
Energy above the lowest of the compared OMol25 structures with the same formula, charge and spin (kcal per mole): 6.5
Energy (Ha): -1108.29362

These are the Mulliken partial charges, in e, on atoms 1 to 5: atom 1 (C): -1.2766, atom 2 (C): 0.5209, atom 3 (C): -1.4104, atom 4 (C): 0.7489, atom 5 (C): -0.5322

***

Entry from the OMol25 dataset: 2 unconnected molecules or ions with the total composition C19H34BClFI2N5O9PS at a distorted geometry (the ωB97M-V functional and the def2-TZVPD basis).

Last columns: bonded neighbours and bond lengths (Å).
Cartesian coordinates (Å):
1 C 3.11438 -4.76385 -0.88823  C2 1.599, H40 1.118, H41 1.116, H42 1.125
2 C 2.84292 -3.53188 -1.87148  C1 1.599, C3 1.582, H43 1.116, H44 1.122
3 C 2.56112 -2.25488 -0.98181  C2 1.582, O4 1.441, H45 1.120, H46 1.133
4 O 2.35784 -1.08644 -1.80111  C3 1.441, C5 1.465
5 C 0.93359 -0.88495 -2.07768  O4 1.465, C6 1.557, H47 1.126, H48 1.115
6 C 0.47797 0.27673 -1.14718  C5 1.557, C7 1.600, N35 1.456, H49 1.141
7 C -1.04982 0.31147 -0.67467  C6 1.600, C8 1.563, N16 1.521, H50 1.129
8 C -1.71490 -1.10230 -0.71590  C7 1.563, C9 1.591, H51 1.129, H52 1.115
9 C -1.09839 -2.17448 0.28544  C8 1.591, S10 1.842, H53 1.126, H54 1.120
10 S -1.01214 -3.85159 -0.47040  C9 1.842, C11 1.808
11 C -2.29178 -4.86677 0.30440  S10 1.808, N12 1.342, O15 1.361
12 N -3.42362 -4.20669 0.59251  C11 1.342, N13 1.368
13 N -4.23319 -5.16526 1.13880  N12 1.368, C14 1.334
14 C -3.56379 -6.31852 1.18312  N13 1.334, O15 1.394, H55 1.107
15 O -2.28430 -6.18405 0.64759  C11 1.361, C14 1.394
16 N -1.06881 0.95425 0.70400  C7 1.521, B17 1.521, C21 1.544, H56 1.039
17 B -2.36865 0.77007 1.47232  N16 1.521, O18 1.426, O19 1.398
18 O -2.43160 0.55526 2.88091  B17 1.426, H57 0.974
19 O -3.63265 0.64583 0.88695  B17 1.398, C20 1.445
20 C -4.54250 -0.16953 1.65886  O19 1.445, H58 1.117, H59 1.127, H60 1.124
21 C -0.40354 2.34726 0.73716  N16 1.544, C22 1.569, C25 1.557, C30 1.636
22 C 0.74869 2.11031 1.77587  C21 1.569, C23 1.601, H61 1.134, H62 1.109
23 C 0.30530 1.87735 3.29698  C22 1.601, F24 1.411, H63 1.126, H64 1.116
24 F 1.32556 2.29255 4.17931  C23 1.411
25 C -1.38026 3.53374 0.98565  C21 1.557, I26 2.199, C27 1.403
26 I -3.42725 3.71559 0.20200  C25 2.199, I29 3.318
27 C -1.07123 4.71584 1.67589  C25 1.403, C28 1.538, I29 2.193
28 C 0.30754 5.04027 2.27465  C27 1.538, H65 1.130, H66 1.125, H67 1.115
29 I -2.49027 6.36166 1.97091  I26 3.318, C27 2.193
30 C 0.27825 2.72279 -0.70177  C21 1.636, Cl31 1.861, C32 1.602, N35 1.462
31 Cl 1.75603 3.83381 -0.49061  C30 1.861
32 C -0.66967 3.63914 -1.61180  C30 1.602, O33 1.235, O34 1.294
33 O -0.54260 4.86748 -1.61571  C32 1.235
34 O -1.53768 3.11323 -2.41398  C32 1.294
35 N 0.80560 1.64190 -1.53316  C6 1.456, C30 1.462, P36 1.683
36 P 1.29762 1.93896 -3.11542  N35 1.683, O37 1.478, O38 1.697, O39 1.679
37 O 1.62880 3.31100 -3.55513  P36 1.478
38 O 2.68322 1.07325 -3.57286  P36 1.697, H68 0.976
39 O 0.11495 1.40403 -4.18041  P36 1.679, H69 0.975
40 H 4.20924 -4.98025 -0.82041  C1 1.118
41 H 2.54990 -5.63554 -1.29676  C1 1.116
42 H 2.70326 -4.48874 0.12270  C1 1.125
43 H 2.03608 -3.72840 -2.61683  C2 1.116
44 H 3.80446 -3.36476 -2.42490  C2 1.122
45 H 1.78169 -2.42763 -0.19669  C3 1.120
46 H 3.53061 -2.08163 -0.42216  C3 1.133
47 H 0.50310 -1.89487 -1.82587  C5 1.126
48 H 0.74751 -0.77415 -3.17165  C5 1.115
49 H 1.07274 0.06036 -0.19792  C6 1.141
50 H -1.70805 0.96416 -1.31961  C7 1.129
51 H -1.57990 -1.54242 -1.74701  C8 1.129
52 H -2.82336 -1.13498 -0.59727  C8 1.115
53 H -1.80040 -2.25586 1.16145  C9 1.126
54 H -0.10609 -1.79528 0.64144  C9 1.120
55 H -4.05504 -7.21875 1.59863  C14 1.107
56 H -0.48332 0.26033 1.20881  N16 1.039
57 H -2.08465 -0.32565 3.11049  O18 0.974
58 H -4.13782 -1.16025 1.97767  C20 1.117
59 H -5.40820 -0.39806 0.97389  C20 1.127
60 H -4.99923 0.41545 2.50313  C20 1.124
61 H 1.37245 1.18559 1.56944  C22 1.134
62 H 1.52698 2.89199 1.88744  C22 1.109
63 H 0.09323 0.78540 3.46938  C23 1.126
64 H -0.63274 2.45459 3.47612  C23 1.116
65 H 0.20025 5.98289 2.88940  C28 1.130
66 H 1.10118 5.34498 1.53750  C28 1.125
67 H 0.73583 4.33354 3.02319  C28 1.115
68 H 2.50824 0.73832 -4.47290  O38 0.976
69 H 0.35502 1.69386 -5.07985  O39 0.975
70 N 4.33872 0.32000 -0.07676  H71 1.026, H72 1.021, H73 1.033, H74 1.023
71 H 4.09202 1.30283 0.08475  N70 1.026
72 H 4.19994 -0.21292 0.78305  N70 1.021
73 H 3.73670 -0.06430 -0.82373  N70 1.033
74 H 5.31893 0.25758 -0.36218  N70 1.023

Results
Frontier orbital gap (eV): 5.795
Charge: +1
HOMO energy (hartree): -0.35464
Energy (Ha): -3614.80252

These are the Mulliken partial charges, in e, on atoms 1 to 5: atom 1 (C): -1.0934, atom 2 (C): -0.4330, atom 3 (C): 0.0432, atom 4 (O): -0.4671, atom 5 (C): -0.9612

***

Entry from the OMol25 dataset: 6 unconnected molecules or ions with the total composition C19H34Cl16FNO8P3S at a distorted geometry (the ωB97M-V functional and the def2-TZVPD basis).

Last columns: bonded neighbours and bond lengths (Å).
Cartesian coordinates (Å):
1 C 1.43317 2.89973 4.07990  C2 1.647, H30 1.192, H31 1.170, H32 1.170
2 C 1.32133 3.41091 2.51826  C1 1.647, C3 1.638, H33 1.194, H34 1.194
3 C 2.11564 2.47834 1.43039  C2 1.638, Cl4 1.883, P5 1.904, H35 1.192
4 Cl 3.92257 2.36301 1.94666  C3 1.883
5 P 1.31086 0.79851 1.03689  C3 1.904, C6 1.950, O11 1.748, O14 1.777, O29 1.778, H36 1.470
6 C 2.85027 0.13127 0.04392  P5 1.950, C7 1.639, H37 1.194, H38 1.176
7 C 3.76507 -0.92323 0.90326  C6 1.639, C8 1.673, H39 1.179, H40 1.175
8 C 4.72914 -1.70036 -0.22155  C7 1.673, C9 1.667, H41 1.184, H42 1.170
9 C 4.41425 -3.33717 -0.18111  C8 1.667, O10 1.496, H43 1.172, H44 1.179
10 O 3.32506 -3.72508 -1.13065  C9 1.496, H45 1.006
11 O 1.72743 0.07465 2.57245  P5 1.748, C12 1.500
12 C 0.85459 -1.11272 2.85308  O11 1.500, N13 1.318
13 N 0.53809 -2.38853 2.94275  C12 1.318
14 O 0.74738 1.18963 -0.60241  P5 1.777, C15 1.491
15 C -0.61532 1.79557 -0.58250  O14 1.491, F16 1.512, P17 1.895, C20 1.627
16 F -0.24078 3.25947 -0.53539  C15 1.512
17 P -1.31267 1.63982 -2.33788  C15 1.895, C18 1.948, O19 1.750
18 C -0.19453 0.31124 -3.22053  P17 1.948, H46 1.186, H47 1.175, H48 1.171
19 O -0.97765 3.10691 -3.23172  P17 1.750, H49 1.021
20 C -1.40485 1.26128 0.73549  C15 1.627, C21 1.627, P25 1.926, O29 1.505
21 C -2.06044 -0.22485 0.83189  C20 1.627, C22 1.627, H50 1.194, H51 1.194
22 C -2.98522 -0.71460 -0.41408  C21 1.627, C23 1.645, O24 1.468, H52 1.192
23 C -3.69098 -2.14773 -0.02033  C22 1.645, H53 1.170, H54 1.175, H55 1.194
24 O -3.96835 0.25372 -0.91416  C22 1.468, H56 1.004
25 P -2.59189 2.43020 1.70132  C20 1.926, O26 1.739, O27 1.740, S28 1.985
26 O -4.28366 2.09823 1.47114  P25 1.739, H57 1.005
27 O -2.34926 4.12482 1.39116  P25 1.740, H58 1.007
28 S -2.26524 2.18941 3.64448  P25 1.985
29 O -0.28778 1.13873 1.73607  P5 1.778, C20 1.505
30 H 1.54059 3.87694 4.75380  C1 1.192
31 H 0.49555 2.32404 4.47658  C1 1.170
32 H 2.37067 2.24154 4.31601  C1 1.170
33 H 0.19266 3.65534 2.21492  C2 1.194
34 H 1.86422 4.47447 2.49421  C2 1.194
35 H 2.13224 3.09639 0.41092  C3 1.192
36 H 0.80219 -0.54846 0.74246  P5 1.470
37 H 2.36319 -0.50447 -0.84187  C6 1.194
38 H 3.45118 0.99062 -0.48769  C6 1.176
39 H 4.52043 -0.40637 1.64583  C7 1.179
40 H 3.15746 -1.78230 1.42727  C7 1.175
41 H 4.40702 -1.35476 -1.30761  C8 1.184
42 H 5.86308 -1.44216 -0.09109  C8 1.170
43 H 5.39082 -3.87465 -0.54413  C9 1.172
44 H 4.11935 -3.66919 0.91074  C9 1.179
45 H 2.55172 -3.08591 -1.05535  O10 1.006
46 H -0.67140 0.05879 -4.27614  C18 1.186
47 H 0.89904 0.69526 -3.41178  C18 1.175
48 H -0.12493 -0.69371 -2.62346  C18 1.171
49 H -0.43116 2.83607 -4.05021  O19 1.021
50 H -1.28002 -1.10292 1.04428  C21 1.194
51 H -2.76347 -0.22203 1.79746  C21 1.194
52 H -2.25014 -0.94593 -1.32373  C22 1.192
53 H -4.83475 -2.17708 -0.26525  C23 1.170
54 H -3.53230 -2.29520 1.13426  C23 1.175
55 H -3.09452 -3.00187 -0.60327  C23 1.194
56 H -4.49458 -0.09656 -1.69391  O24 1.004
57 H -4.80969 2.49007 2.23237  O26 1.005
58 H -2.63945 4.25198 0.43488  O27 1.007
59 C -2.57784 -6.23079 -1.56915  Cl60 1.772, Cl61 1.772, Cl62 1.772, H63 1.093
60 Cl -3.13563 -6.70313 -3.18323  C59 1.772
61 Cl -1.46248 -4.85800 -1.67329  C59 1.772
62 Cl -3.95458 -5.83601 -0.52593  C59 1.772
63 H -2.04321 -7.07617 -1.12852  C59 1.093
64 C 3.66596 -2.32512 -4.48287  Cl65 1.772, Cl66 1.772, Cl67 1.772, H68 1.093
65 Cl 3.79270 -2.74127 -6.20050  C64 1.772
66 Cl 5.04951 -1.34032 -3.97752  C64 1.772
67 Cl 2.14564 -1.47452 -4.15933  C64 1.772
68 H 3.67245 -3.25145 -3.90275  C64 1.093
69 C -6.76989 3.27129 -0.61299  Cl70 1.772, Cl71 1.772, Cl72 1.772, H73 1.093
70 Cl -8.25001 3.46334 0.34193  C69 1.772
71 Cl -7.15755 2.76909 -2.26736  C69 1.772
72 Cl -5.83596 4.77703 -0.62264  C69 1.772
73 H -6.16033 2.49099 -0.15016  C69 1.093
74 C 4.15070 3.58023 7.23628  Cl75 1.772, Cl76 1.772, Cl77 1.772, H78 1.093
75 Cl 4.27744 3.16408 5.51865  C74 1.772
76 Cl 5.53425 4.56503 7.74163  C74 1.772
77 Cl 2.63039 4.43083 7.55982  C74 1.772
78 H 4.15719 2.65391 7.81639  C74 1.093
79 C -2.14930 -3.65823 -5.47141  Cl80 1.772, Cl81 1.772, Cl82 1.772, H83 1.093
80 Cl -2.02256 -4.07438 -7.18904  C79 1.772
81 Cl -0.76575 -2.67343 -4.96607  C79 1.772
82 Cl -3.66961 -2.80763 -5.14788  C79 1.772
83 H -2.14281 -4.58456 -4.89130  C79 1.093

Results
Frontier orbital gap (eV): 7.202
Charge: -1
HOMO energy (hartree): -0.20203
Energy (Ha): -10286.00591

These are the Mulliken partial charges, in e, on atoms 1 to 5: atom 1 (C): -0.4082, atom 2 (C): -0.0424, atom 3 (C): -0.5662, atom 4 (Cl): -0.1894, atom 5 (P): 0.4288

***

Question: Among the records above, which one has the lowest HOMO energy?
Answer: C19H33OSi

***

Question: The lowest HOMO energy belongs to which entry?
Answer: C19H33OSi